1.
23
Properties=species:S:1:pos:R:3:lowdin_charge:R:1 method="wB97M-V/def2-TZVPD" smiles=C[Se][C@@H]1CCC[C@]1(C)S de_lowest_kcal_mol=0.0 e_lumo_ev=0.762
C 1.730 0.217 -1.114 -0.205
C 0.337 0.883 -1.023 -0.181
C 1.883 -0.683 0.068 -0.216
C -0.479 0.007 0.001 -0.569
C 0.495 -1.181 0.418 -0.847
C 0.406 -1.735 1.790 -0.151
C -3.255 1.279 0.267 -0.364
S 0.137 -2.622 -0.681 0.778
Se -2.401 -0.461 -0.453 0.825
H 1.939 -0.277 -1.952 0.051
H 2.389 1.075 -1.202 0.113
H 0.556 1.938 -0.554 0.137
H -0.366 1.122 -1.820 0.085
H 2.576 -1.498 -0.022 0.116
H 2.256 -0.104 0.836 0.099
H -0.697 0.479 1.177 0.148
H 0.630 -1.111 2.658 0.081
H 1.276 -2.397 1.745 0.079
H -0.606 -2.097 2.147 0.107
H -3.042 1.213 1.384 0.030
H -2.838 2.107 -0.352 0.021
H -4.299 1.123 0.037 -0.014
H 0.720 -1.989 -1.699 -0.122

=====

2.
50
Properties=species:S:1:pos:R:3:lowdin_charge:R:1 method="wB97M-V/def2-TZVPD" total_charge=+1 e_lumo_ev=-8.233
S -0.627 -1.083 4.866 0.197
P -0.858 0.424 3.608 0.358
B -2.607 1.293 3.671 -0.693
S -3.971 0.315 4.299 0.727
H 0.178 1.363 3.709 -0.041
H -0.798 -0.049 2.287 -0.045
H -2.728 2.408 3.284 -0.003
H -4.039 -0.520 3.267 -0.138
C -2.813 -0.858 -1.349 -0.031
C -2.066 -0.241 -0.174 -0.762
O -1.455 0.850 -0.420 -0.558
O -2.113 -0.862 0.894 -0.091
H -2.702 -0.262 -2.256 0.030
H -2.422 -1.853 -1.544 0.026
H -3.874 -0.947 -1.123 0.093
C -0.990 -5.394 -0.806 -1.426
Br -2.180 -6.866 -0.150 0.793
Br -1.193 -5.104 -2.684 0.631
Br -1.290 -3.731 0.197 0.730
H 0.041 -5.664 -0.629 -0.014
Cs -0.594 1.798 -2.356 1.221
Al -2.886 -5.221 1.628 0.442
N -3.286 -4.372 5.007 -0.296
S -4.618 -4.181 4.191 0.426
O -5.672 -3.512 4.847 -0.232
O -4.963 -5.275 3.318 -0.394
F -4.077 -3.079 3.152 -0.250
S -3.360 -5.385 6.227 0.454
O -2.222 -5.245 7.050 -0.245
O -3.802 -6.691 5.858 -0.325
F -4.541 -4.794 7.080 -0.149
F -3.492 -8.395 0.832 -0.783
C 4.456 1.631 -4.221 -0.907
O 5.604 1.339 -3.900 0.229
O 3.794 1.023 -5.111 0.233
O 3.792 2.604 -3.727 0.138
C 6.531 6.975 -3.466 0.018
C 5.750 5.689 -3.350 -0.659
O 6.208 4.684 -2.854 0.089
N 4.481 5.661 -3.870 -0.199
C 3.751 6.726 -4.544 -0.063
H 7.505 6.830 -3.013 0.103
H 6.679 7.259 -4.514 0.089
H 6.011 7.774 -2.940 0.105
H 4.019 4.761 -3.755 0.099
H 2.838 6.930 -3.990 0.104
H 3.483 6.395 -5.560 0.080
H 4.334 7.638 -4.608 0.093
K -2.728 -7.578 3.228 0.725
K 5.510 4.795 -5.585 1.068

=====

3.
34
Properties=species:S:1:pos:R:3:lowdin_charge:R:1 method="wB97M-V/def2-TZVPD" total_charge=-1 e_lumo_ev=2.437
C -2.919 -2.684 0.608 0.008
C -3.048 -1.411 1.455 -0.545
O -3.078 -1.481 2.653 0.100
O -3.121 -0.269 0.742 -0.037
C -2.086 0.696 1.086 -0.085
B -0.547 0.294 0.569 -0.615
C 0.105 1.677 -0.027 -0.150
C 1.556 1.566 -0.565 -0.223
C 1.675 1.452 -2.130 -0.199
S 2.519 -0.040 -2.719 0.609
O 3.212 0.334 -3.931 -0.327
O 1.638 -1.146 -2.946 -0.278
O 3.632 -0.517 -1.642 -0.164
N -0.525 -0.882 -0.484 0.216
C -0.940 -0.569 -1.571 -0.397
O -1.594 -0.170 -2.476 0.106
B 0.316 -0.120 1.983 -0.515
N 0.948 -1.413 2.157 0.160
O 0.484 0.825 3.053 0.049
H -3.235 -2.468 -0.423 0.080
H -3.469 -3.524 1.042 0.074
H -1.844 -2.903 0.540 0.079
H -2.361 1.629 0.555 0.103
H -2.085 0.956 2.158 0.103
H -0.525 2.173 -0.798 0.102
H 0.124 2.396 0.816 0.098
H 2.076 2.505 -0.296 0.102
H 2.151 0.755 -0.115 0.089
H 2.294 2.281 -2.496 0.095
H 0.674 1.536 -2.568 0.105
H 3.902 0.218 -1.071 0.081
H 1.748 -1.355 2.783 0.059
H 1.206 -1.840 1.275 0.055
H 1.115 1.498 2.784 0.067

=====

4.
42
Properties=species:S:1:pos:R:3:lowdin_charge:R:1 method="wB97M-V/def2-TZVPD" s_squared=0.754 e_lumo_ev="-0.880 / -3.238" multiplicity=2
Tl -0.706 2.239 0.371 1.245
C -1.509 -1.047 -2.312 -0.197
O -0.539 -2.114 -1.911 -0.104
O -1.053 0.148 -1.671 0.020
C -1.788 -1.212 -3.896 -0.621
F -2.523 -2.269 -4.122 0.179
F -2.556 -0.238 -4.341 0.168
F -0.723 -1.158 -4.657 0.201
C -0.957 -3.514 -2.089 -0.230
C 0.161 -4.535 -1.643 -0.048
H -0.105 -5.537 -1.978 0.072
H 1.147 -4.266 -2.020 0.079
H 0.187 -4.650 -0.559 0.057
H -1.264 -3.835 -3.085 0.098
H -1.892 -3.768 -1.589 0.106
H -2.413 -1.215 -1.726 0.174
B -3.702 3.581 0.679 -1.451
F -4.961 4.193 0.665 0.112
F -3.355 2.923 1.830 0.108
F -3.531 2.744 -0.382 0.084
F -2.765 4.591 0.450 0.058
C 3.982 4.014 -0.698 0.074
N 3.320 2.978 0.279 -0.376
O 4.089 2.099 0.693 0.057
O 2.126 3.101 0.490 -0.058
H 3.359 4.909 -0.688 0.089
H 3.958 3.618 -1.713 0.096
H 4.981 4.288 -0.361 0.092
C -1.716 -2.599 1.632 0.095
N -0.479 -1.693 1.556 -0.430
O -0.610 -0.490 1.604 -0.051
O 0.586 -2.222 1.379 0.078
H -2.310 -2.157 2.433 0.104
H -1.274 -3.576 1.824 0.099
H -2.086 -2.437 0.620 0.083
C 3.000 1.605 3.711 0.058
N 1.705 0.885 3.386 -0.416
O 0.982 1.425 2.599 -0.059
O 1.534 -0.183 3.956 0.075
H 2.819 2.644 3.437 0.089
H 3.738 1.142 3.056 0.092
H 3.142 1.587 4.791 0.099

=====

5.
25
Properties=species:S:1:pos:R:3:lowdin_charge:R:1 method="wB97M-V/def2-TZVPD" total_charge=-1 e_lumo_ev="2.824 / 2.824"
C 0.409 2.089 -0.661 -0.478
Cd -0.033 0.089 0.040 0.622
N -1.284 -0.321 -2.030 -0.041
H 0.952 0.295 1.413 -0.261
H 1.632 -0.295 -0.281 -0.241
H 1.298 2.398 -0.093 -0.093
H -0.503 2.622 -0.348 -0.128
H 0.581 2.046 -1.741 -0.116
H -2.241 -0.525 -1.786 -0.009
H -0.814 -1.094 -2.495 0.014
H -1.174 0.558 -2.535 0.014
C -1.995 -5.721 1.986 -0.078
C -1.555 -4.407 1.476 -0.294
C -2.530 -3.425 1.197 -0.043
C -2.100 -2.188 0.744 -0.169
N -0.796 -1.958 0.537 -0.098
C 0.147 -2.875 0.831 -0.176
C -0.193 -4.117 1.287 -0.040
H -2.549 -5.607 2.928 0.084
H -2.664 -6.215 1.268 0.082
H -1.120 -6.359 2.158 0.074
H -3.602 -3.599 1.326 0.107
H -2.784 -1.362 0.523 0.095
H 1.188 -2.548 0.673 0.061
H 0.594 -4.869 1.496 0.116

=====

6.
34
Properties=species:S:1:pos:R:3:lowdin_charge:R:1 method="wB97M-V/def2-TZVPD" total_charge=+1 e_lumo_ev=-4.261
C 0.261 -2.452 -1.652 -0.037
C -0.881 -2.262 -0.698 -0.465
N -1.239 -3.246 0.011 0.155
C -1.581 -0.913 -0.640 -0.206
P -0.736 0.354 0.453 0.872
O -1.338 -0.659 1.840 -0.417
C 1.079 0.067 0.951 -0.730
Cl 1.267 -0.328 2.705 0.692
C 2.063 1.189 0.643 -0.840
C 3.504 0.849 1.032 -0.126
Cl 1.515 2.675 1.457 0.670
P -0.256 1.892 -1.273 0.779
N 0.345 0.777 -2.420 -0.204
O -1.826 2.153 -1.701 -0.332
C -1.857 1.735 1.266 -0.658
F -1.789 1.586 2.672 -0.003
F -3.114 1.526 0.909 0.152
F -1.536 2.983 1.063 0.123
H 1.174 -1.965 -1.306 0.069
H 0.447 -3.518 -1.753 0.091
H 0.044 -2.011 -2.623 0.074
H -2.073 -3.054 0.570 0.066
H -1.749 -0.495 -1.628 0.062
H -2.556 -1.069 -0.179 0.101
H -1.169 -1.595 1.653 0.036
H 1.370 -0.851 0.438 0.069
H 2.055 1.375 -0.432 0.047
H 3.775 1.305 1.980 0.071
H 4.181 1.238 0.274 0.088
H 3.655 -0.230 1.088 0.079
H 1.089 1.189 -2.973 0.046
H -0.307 0.331 -3.054 0.039
H -2.223 1.548 -2.339 0.057
Cu -1.598 -0.126 3.668 0.583